{"formula": "C24H26NO5OsSi", "method": "the ωB97M-V functional and the def2-TZVPD basis", "orbital_gap_ev": 6.793, "lumo_energy_ha": 0.09474, "homo_ev": -4.215, "total_charge": -1, "relative_energy_ev": 1.551, "energy_ha": -1741.37206, "symbols": ["Os", "O", "C", "O", "C", "C", "C", "C", "C", "N", "H", "H", "H", "H", "C", "Si", "C", "C", "C", "C", "C", "C", "C", "H", "H", "H", "H", "H", "H", "H", "H", "H", "H", "H", "O", "C", "O", "C", "C", "C", "C", "C", "C", "H", "H", "H", "H", "H", "C", "O", "C", "C", "H", "H", "H", "H", "H", "H"], "positions_angstrom": [[-0.0098, -0.1464, 0.4701], [3.8215, 0.4952, 1.9902], [2.6519, 0.1955, 1.7861], [2.1014, -0.0944, 0.6810], [1.6996, 0.1337, 2.9622], [2.1697, 0.0609, 4.2635], [1.2655, -0.0431, 5.3040], [-0.0893, -0.0710, 5.0108], [-0.4802, 0.0013, 3.6875], [0.3918, 0.1093, 2.6867], [3.2385, 0.0796, 4.4219], [1.6112, -0.1122, 6.3281], [-0.8282, -0.1414, 5.7971], [-1.5198, -0.0298, 3.3879], [-1.5563, 3.1227, -0.5370], [0.0122, 2.1742, 0.0378], [0.4937, 3.1652, 1.6073], [1.2936, 2.8245, -1.2349], [2.0726, 1.9456, -1.9896], [3.0226, 2.4105, -2.8927], [3.2191, 3.7744, -3.0580], [2.4615, 4.6695, -2.3120], [1.5130, 4.1942, -1.4153], [-1.3575, 4.1971, -0.5749], [-2.3960, 2.9611, 0.1483], [-1.8722, 2.8106, -1.5371], [0.4853, 4.2458, 1.4325], [1.5030, 2.8849, 1.9252], [-0.1869, 2.9463, 2.4367], [1.9377, 0.8776, -1.8550], [3.6180, 1.7075, -3.4643], [3.9621, 4.1411, -3.7571], [2.6151, 5.7371, -2.4277], [0.9312, 4.9085, -0.8399], [-0.2248, -2.4388, 1.1447], [0.0002, -2.8369, -0.0236], [0.1519, -2.0565, -0.9998], [0.0647, -4.3213, -0.2800], [0.1033, -4.8125, -1.5793], [0.1097, -6.1817, -1.8066], [0.0877, -7.0661, -0.7356], [0.0772, -6.5759, 0.5647], [0.0618, -5.2071, 0.7913], [0.1292, -4.1045, -2.3971], [0.1344, -6.5664, -2.8193], [0.0741, -8.1349, -0.9129], [0.0818, -7.2676, 1.3988], [0.0481, -4.7972, 1.7925], [-4.0125, 0.7223, 1.2808], [-2.6621, 0.2703, 1.3772], [-1.9501, -0.1042, 0.2820], [-2.7064, -0.1760, -1.0115], [-4.1333, 1.4668, 0.4942], [-4.2444, 1.1737, 2.2432], [-4.7018, -0.1072, 1.1077], [-3.7850, -0.3041, -0.9042], [-2.3119, -1.0121, -1.5902], [-2.5208, 0.7353, -1.5814]], "atomic_forces_ev_per_a": [[-1.9, -1.4, 1.7], [0.0, -0.1, 0.1], [0.1, 0.1, 0.0], [0.5, -0.1, -0.5], [0.0, 0.0, 0.3], [0.0, 0.0, 0.1], [0.1, 0.0, 0.0], [0.1, 0.0, 0.0], [-0.4, 0.0, -0.1], [-0.3, 0.2, -1.5], [0.0, 0.0, -0.1], [0.0, 0.0, 0.0], [-0.1, 0.0, -0.1], [0.0, 0.0, 0.0], [-0.1, -0.3, 0.0], [0.2, 0.2, 0.0], [0.0, -0.1, 0.0], [0.0, -0.1, 0.1], [0.0, 0.0, 0.0], [0.0, 0.0, 0.0], [0.0, 0.0, 0.0], [0.0, 0.0, 0.0], [0.0, 0.0, -0.1], [0.0, 0.0, 0.0], [0.0, 0.0, 0.0], [0.0, 0.1, 0.0], [0.0, 0.0, 0.0], [0.0, 0.0, 0.0], [0.0, 0.0, 0.0], [0.0, 0.0, 0.0], [0.0, 0.0, 0.0], [0.0, 0.0, 0.0], [0.0, 0.0, 0.0], [0.0, 0.0, 0.0], [0.6, 0.1, -0.1], [-0.1, 0.0, 0.0], [-0.1, 0.6, -0.2], [-0.1, 0.0, 0.0], [0.0, 0.0, 0.0], [0.0, 0.0, 0.0], [0.0, 0.1, 0.0], [0.0, 0.0, 0.0], [0.0, 0.0, 0.0], [0.0, 0.0, 0.0], [0.0, 0.0, 0.0], [0.0, 0.0, 0.0], [0.0, 0.0, 0.0], [0.0, 0.0, 0.0], [0.1, -0.2, 0.0], [-0.6, 0.0, 0.0], [2.0, 1.3, 0.4], [-0.2, -0.5, 0.0], [0.0, 0.0, 0.0], [0.0, 0.0, 0.0], [0.0, 0.0, 0.0], [0.0, -0.1, -0.1], [0.1, 0.1, 0.0], [0.0, 0.0, 0.0]]}